# C14H28Cl3F3N3O6Sr

A structure of composition C14H28Cl3F3N3O6Sr (wB97M-V/def2-TZVPD, OMol25).

Each line ends with the Löwdin charge.
CARTESIAN COORDINATES (ANGSTROEM)
Sr (3.391, -2.321, 1.565)  1.6708
O (1.754, 0.025, -0.054)  -0.5686
H (1.653, 0.889, 0.391)  -0.1427
C (4.477, 2.454, 2.836)  -0.3796
O (4.934, 1.330, 2.589)  -0.0570
N (4.838, 3.251, 3.779)  -0.1990
C (3.928, 4.310, 4.170)  -0.0385
C (5.782, 2.875, 4.813)  -0.0196
H (3.638, 2.866, 2.254)  0.1421
H (3.531, 4.701, 3.233)  0.0938
H (4.406, 5.067, 4.791)  0.0944
H (3.113, 3.939, 4.792)  0.0961
H (6.193, 3.741, 5.332)  0.0972
H (5.179, 2.243, 5.465)  0.0997
H (6.538, 2.225, 4.372)  0.0915
C (-0.656, -1.523, -3.994)  -0.3581
O (-1.578, -0.841, -4.378)  0.0246
N (-0.456, -2.781, -4.405)  -0.1923
C (-1.362, -3.544, -5.274)  -0.0336
C (0.692, -3.549, -3.957)  -0.0776
H (0.171, -1.277, -3.310)  0.1341
H (-0.806, -4.087, -6.038)  0.0898
H (-1.966, -2.805, -5.800)  0.0861
H (-2.027, -4.203, -4.715)  0.0860
H (1.034, -3.290, -2.955)  0.0679
H (0.585, -4.634, -3.962)  0.0892
H (1.546, -3.222, -4.549)  0.0874
C (-1.627, -3.221, 0.932)  -0.3198
O (-0.569, -3.790, 1.260)  -0.0788
N (-2.508, -3.756, 0.082)  -0.1725
C (-3.644, -2.987, -0.399)  -0.0478
C (-2.451, -5.167, -0.324)  -0.0281
H (-1.839, -2.172, 1.191)  0.1395
H (-4.561, -3.575, -0.364)  0.0935
H (-3.455, -2.607, -1.403)  0.0913
H (-3.902, -2.064, 0.120)  0.0874
H (-3.310, -5.744, 0.018)  0.0918
H (-2.536, -5.262, -1.407)  0.0849
H (-1.535, -5.658, 0.003)  0.0833
C (-1.426, 3.541, 1.107)  -0.0547
C (-2.289, 2.305, 0.680)  -0.1920
O (-3.631, 2.518, 1.139)  -0.0123
C (-4.109, 1.990, 2.355)  -0.2487
O (-3.427, 1.312, 3.158)  0.1040
C (-5.610, 2.286, 2.645)  -0.5535
F (-5.977, 3.360, 1.956)  0.1805
F (-6.387, 1.262, 2.331)  0.1836
F (-5.747, 2.465, 3.982)  0.1516
H (-0.522, 3.628, 0.504)  0.0671
H (-1.065, 3.311, 2.109)  0.0662
H (-1.848, 4.546, 1.113)  0.0779
H (-1.795, 1.438, 1.117)  0.1076
H (-2.225, 2.095, -0.388)  0.1215
C (3.819, 1.505, -3.970)  -1.4253
Cl (5.264, 2.555, -3.475)  0.4267
Cl (4.343, 0.717, -5.513)  0.4601
Cl (2.473, 2.603, -4.300)  0.5161
H (3.567, 0.725, -3.251)  0.0149

* HOMO-LUMO gap: 5.15 eV
* ΔE to the lowest compared entry with this formula, charge and spin: 0.00 kcal per mole
* 2S+1: 1
* highest occupied orbital energy: -11.027 eV
* charge: +1

=====

# C14H28ClNO13P2S

A cluster of 3 separate species, C14H28ClNO13P2S in total (wB97M-V/def2-TZVPD, OMol25).

Each line ends with the Löwdin charge.
CARTESIAN COORDINATES (ANGSTROEM)
N (-1.933, 1.145, -3.118)  0.1408
C (-0.817, 0.412, -3.534)  -0.1778
C (-0.731, -0.875, -3.895)  -0.1052
C (-1.737, -1.963, -3.801)  -0.0972
C (-1.117, -3.162, -3.035)  -0.1696
C (-0.156, -2.853, -1.892)  -0.2171
C (-0.851, -2.934, -0.508)  -0.2438
S (0.324, -2.452, 0.763)  0.3447
O (0.314, -3.442, 1.796)  -0.3390
O (1.626, -2.259, 0.209)  -0.3239
Cl (-0.370, -0.709, 1.549)  0.4698
C (0.600, -0.971, -4.552)  -0.3859
O (0.782, -1.523, -5.585)  0.1943
O (1.473, 0.017, -4.082)  0.1543
C (0.600, 0.866, -3.428)  -0.3661
O (0.983, 1.552, -2.527)  0.1472
H (-2.452, 1.338, -3.972)  0.1120
H (-1.623, 2.062, -2.806)  0.1007
H (-2.165, -2.298, -4.741)  0.1279
H (-2.521, -1.583, -3.141)  0.1191
H (-0.578, -3.758, -3.773)  0.1167
H (-1.908, -3.820, -2.671)  0.1166
H (0.396, -1.916, -1.909)  0.1028
H (0.609, -3.629, -1.848)  0.1205
H (-1.136, -3.960, -0.301)  0.1099
H (-1.680, -2.229, -0.513)  0.0994
C (6.714, 5.957, -1.520)  -0.1021
O (5.958, 5.212, -2.479)  -0.2660
P (4.364, 5.509, -2.476)  0.4759
O (4.197, 6.960, -2.352)  -0.2353
O (4.074, 4.713, -1.072)  -0.2542
C (4.646, 3.418, -0.850)  -0.1184
O (3.001, 5.029, -3.194)  -0.1948
C (2.571, 3.651, -3.155)  -0.1030
H (7.663, 5.437, -1.403)  0.0916
H (6.897, 6.964, -1.886)  0.0894
H (6.204, 5.995, -0.558)  0.0891
H (5.423, 3.493, -0.089)  0.0871
H (5.085, 2.996, -1.754)  0.0788
H (3.862, 2.750, -0.496)  0.0899
H (2.068, 3.456, -2.218)  0.0748
H (3.407, 2.967, -3.281)  0.0882
H (1.870, 3.500, -3.971)  0.0863
C (-1.647, -2.334, 4.090)  -0.1230
O (-2.941, -2.922, 4.305)  -0.2586
P (-4.122, -1.862, 4.603)  0.4768
O (-3.954, -0.749, 3.663)  -0.2353
O (-3.616, -1.499, 6.120)  -0.2550
C (-3.236, -2.549, 7.017)  -0.1234
O (-5.698, -1.809, 4.964)  -0.2022
C (-6.231, -2.455, 6.132)  -0.0929
H (-0.914, -3.126, 4.227)  0.0927
H (-1.571, -1.945, 3.077)  -0.0207
H (-1.451, -1.538, 4.808)  0.0954
H (-2.157, -2.522, 7.167)  0.0882
H (-3.510, -3.536, 6.645)  0.0783
H (-3.733, -2.383, 7.973)  0.0880
H (-6.083, -1.817, 7.001)  0.0922
H (-5.776, -3.428, 6.304)  0.0811
H (-7.298, -2.593, 5.974)  0.0901

* HOMO-LUMO gap: 9.26 eV
* SMILES: NC1=C(CCCCS(=O)(=O)Cl)C(=O)OC1=O.COP(=O)(OC)OC.COP(=O)(OC)OC
* 2S+1: 1
* highest occupied orbital energy: -10.053 eV

=====

# C14H28F6MnN4O10S2

A structure of composition C14H28F6MnN4O10S2 (wB97M-V/def2-TZVPD, OMol25).

Each line ends with the Löwdin spin population.
CARTESIAN COORDINATES (ANGSTROEM)
Mn (0.037, 0.230, -0.221)  4.6890
C (0.469, 4.627, 0.806)  0.0022
F (1.003, 4.454, 2.031)  0.0002
F (-0.834, 4.365, 0.901)  0.0002
F (0.659, 5.872, 0.439)  0.0007
S (1.292, 3.436, -0.392)  0.0091
O (0.824, 3.902, -1.687)  0.0020
O (2.716, 3.615, -0.134)  0.0038
O (0.832, 2.094, -0.052)  0.0421
C (-4.148, -0.173, 0.352)  0.0012
F (-3.643, -0.587, -0.825)  -0.0001
F (-5.403, 0.194, 0.119)  0.0004
F (-4.153, -1.210, 1.179)  0.0002
S (-3.123, 1.245, 1.055)  0.0072
O (-3.592, 2.434, 0.407)  0.0025
O (-3.345, 1.096, 2.475)  0.0033
O (-1.751, 0.866, 0.667)  0.0385
C (1.249, -0.319, 2.796)  0.0089
O (0.719, -0.297, 1.691)  0.0337
N (1.057, 0.572, 3.752)  0.0052
C (1.705, 0.502, 5.027)  0.0006
C (0.200, 1.734, 3.547)  0.0001
H (2.026, -1.069, 3.005)  0.0009
H (2.288, -0.410, 5.169)  0.0001
H (0.967, 0.529, 5.832)  0.0001
H (2.413, 1.316, 5.209)  0.0002
H (0.852, 2.607, 3.550)  0.0001
H (-0.366, 1.712, 2.619)  -0.0002
H (-0.536, 1.844, 4.344)  0.0001
C (-1.218, 0.651, -3.241)  0.0087
O (-0.702, 0.649, -2.132)  0.0347
N (-2.039, 1.613, -3.675)  0.0050
C (-2.657, 1.544, -4.999)  0.0007
C (-2.442, 2.732, -2.844)  0.0003
H (-1.063, -0.137, -3.991)  0.0007
H (-2.360, 0.668, -5.570)  0.0001
H (-2.387, 2.444, -5.551)  0.0001
H (-3.735, 1.535, -4.821)  0.0002
H (-1.773, 2.753, -1.987)  -0.0001
H (-2.354, 3.699, -3.338)  0.0001
H (-3.466, 2.591, -2.501)  0.0001
C (2.974, -0.442, -1.593)  0.0092
O (1.868, -0.218, -1.132)  0.0349
N (3.884, -1.232, -1.005)  0.0046
C (5.046, -1.713, -1.750)  0.0006
C (3.600, -1.882, 0.257)  0.0002
H (3.391, 0.022, -2.494)  0.0008
H (4.941, -2.799, -1.810)  0.0001
H (5.970, -1.444, -1.241)  0.0001
H (5.048, -1.311, -2.759)  0.0001
H (3.350, -2.935, 0.074)  0.0002
H (4.466, -1.860, 0.914)  0.0001
H (2.709, -1.439, 0.693)  -0.0002
C (-1.304, -2.822, -0.570)  0.0081
O (-0.869, -1.719, -0.271)  0.0320
N (-0.908, -3.939, 0.079)  0.0044
C (-1.597, -5.185, -0.191)  0.0005
C (-0.046, -3.846, 1.218)  0.0003
H (-2.036, -3.047, -1.351)  0.0005
H (-0.895, -6.019, -0.142)  0.0001
H (-2.120, -5.240, -1.142)  0.0001
H (-2.359, -5.384, 0.573)  0.0001
H (0.544, -4.759, 1.323)  0.0000
H (0.662, -3.025, 1.123)  -0.0001
H (-0.535, -3.685, 2.184)  0.0002

* HOMO-LUMO gap (alpha / beta): 8.66 / 9.00 eV
* ΔE to the lowest compared entry with this formula, charge and spin: 10.25 kcal per mole
* 2S+1: 6
* highest occupied orbital energy (alpha / beta): -8.713 / -9.053 eV

=====

no.,electronic energy (a.u.)
1,-2876.4742
2,-3124.2366
3,-4068.3992